[1]
The following is a quantum chemistry calculation of a structure of composition C40H50BrCoI2N6OS5Si, from the Open Molecules 2025 dataset.

The calculation puts the HOMO energy (alpha / beta) at -13.141 / -13.141 eV. The multiplicity is 5. The frontier orbital gap (alpha / beta) is 6.68 / 5.29 eV. For the largest force on an atom, the calculation gives 4.877 eV/Å. As for the total charge: +2.

Structure (XYZ):
```
107
C40H50BrCoI2N6OS5Si ωB97M-V/def2-TZVPD
Co 6.573 -21.256 -7.767
S 4.962 -26.361 -12.677
N 4.257 -26.009 -11.262
C 5.016 -25.090 -10.654
C 4.694 -24.419 -9.411
C 3.495 -24.547 -8.682
C 3.366 -23.793 -7.503
C 4.378 -22.953 -7.076
N 5.416 -22.673 -7.877
C 5.578 -23.387 -9.048
C 6.647 -22.939 -9.900
N 7.405 -21.917 -9.323
C 8.551 -21.565 -9.978
C 8.863 -22.097 -11.227
C 8.110 -23.148 -11.801
C 6.976 -23.588 -11.098
C 6.114 -24.633 -11.495
N 6.127 -25.280 -12.705
H 2.724 -25.258 -9.000
H 2.515 -23.934 -6.849
H 4.331 -22.376 -6.159
H 9.217 -20.938 -9.403
H 9.798 -21.762 -11.717
H 8.331 -23.610 -12.741
O 5.553 -20.186 -6.532
C 4.381 -19.469 -6.436
C 3.672 -19.158 -7.793
C 4.355 -18.783 -8.943
C 3.459 -18.377 -9.988
C 2.142 -18.514 -9.603
S 1.940 -19.005 -7.972
C 4.854 -18.068 -5.720
C 4.955 -16.806 -6.478
C 5.828 -15.777 -6.268
C 6.919 -15.613 -5.352
S 5.154 -17.998 -4.092
C 3.499 -20.136 -5.310
C 3.984 -20.828 -4.236
C 3.018 -21.229 -3.288
C 1.801 -20.685 -3.583
S 1.767 -19.868 -5.103
H 5.448 -18.888 -8.997
H 3.755 -18.083 -10.977
H 1.315 -18.354 -10.222
H 4.347 -16.746 -7.380
H 5.613 -14.870 -6.871
H 7.640 -14.817 -5.612
H 5.058 -21.037 -4.070
H 3.237 -21.902 -2.458
H 0.913 -20.707 -2.963
I 8.426 -17.333 -5.123
I 6.485 -14.612 -3.469
C 10.631 -14.234 -10.297
C 9.459 -15.209 -10.095
C 8.453 -14.986 -11.255
C 8.880 -14.814 -8.721
Si 10.182 -16.972 -10.167
Br 8.471 -18.123 -9.484
C 10.376 -17.707 -11.910
C 11.243 -19.003 -11.908
C 9.024 -18.081 -12.600
C 11.113 -16.660 -12.752
C 11.601 -17.230 -8.974
C 11.769 -18.697 -8.462
C 12.863 -16.771 -9.733
C 11.523 -16.331 -7.673
H 10.249 -13.195 -10.241
H 11.115 -14.353 -11.278
H 11.388 -14.315 -9.499
H 8.288 -13.935 -11.310
H 7.491 -15.467 -11.089
H 8.805 -15.280 -12.270
H 8.143 -14.009 -8.788
H 9.722 -14.521 -8.046
H 8.242 -15.598 -8.259
H 10.767 -19.844 -11.347
H 12.271 -18.875 -11.544
H 11.337 -19.293 -12.961
H 8.753 -19.117 -12.363
H 9.121 -17.990 -13.693
H 8.207 -17.416 -12.236
H 12.172 -16.509 -12.502
H 10.655 -15.655 -12.615
H 10.984 -16.906 -13.786
H 11.875 -19.421 -9.266
H 10.926 -18.985 -7.810
H 12.700 -18.796 -7.888
H 13.228 -17.556 -10.416
H 13.644 -16.639 -9.002
H 12.710 -15.797 -10.228
H 10.609 -16.487 -7.129
H 11.712 -15.291 -7.935
H 12.374 -16.669 -7.038
C 10.952 -23.418 -5.002
N 10.039 -22.312 -5.091
C 8.908 -22.221 -5.830
S 8.615 -20.747 -6.629
N 8.078 -23.255 -5.970
C 7.986 -24.489 -5.226
H 11.972 -22.972 -4.889
H 10.944 -24.073 -5.878
H 10.795 -24.041 -4.075
H 10.472 -21.413 -4.981
H 7.378 -23.123 -6.707
H 8.835 -25.182 -5.419
H 7.079 -25.035 -5.593
H 7.907 -24.364 -4.144
```

[2]
The following is a quantum chemistry calculation of a cluster of 2 separate species, H4NP3 in total, from the Open Molecules 2025 dataset.

The calculation puts the HOMO energy (alpha / beta) at -9.265 / -7.908 eV. The frontier orbital gap (alpha / beta) is 8.21 / 6.46 eV. For the largest force on an atom, the calculation gives 2.605 eV/Å. For the energy relative to the best compared isomer or geometry (same formula, charge and spin), the calculation gives 3.3159 eV. As for the total charge: 0.

Structure (XYZ):
```
8
H4NP3 ωB97M-V/def2-TZVPD
N -2.240 0.693 0.490
P -2.721 0.302 -0.892
P 1.550 -0.458 0.552
P 0.571 1.256 -0.204
H -4.248 -0.012 -0.674
H 2.369 0.160 1.547
H 2.702 -0.610 -0.314
H -0.160 1.803 0.958
```

[3]
The following is a quantum chemistry calculation of a cluster of 2 separate species, CHO6S in total, from the Open Molecules 2025 dataset.

The calculation puts the HOMO energy (alpha / beta) at -4.718 / -3.827 eV. The frontier orbital gap (alpha / beta) is 8.36 / 7.40 eV. For the largest force on an atom, the calculation gives 2.579 eV/Å. For the energy relative to the best compared isomer or geometry (same formula, charge and spin), the calculation gives 5.5124 eV. As for the total charge: -1.

Structure (XYZ):
```
9
CHO6S ωB97M-V/def2-TZVPD
C -0.537 0.989 0.119
O 0.160 0.155 -2.164
O -1.064 2.012 0.072
O 1.777 1.322 -0.735
O 1.234 -1.024 -0.291
O -1.081 -1.629 1.204
O -1.168 -0.385 1.811
S 0.842 0.227 -0.891
H -0.162 -1.666 0.875
```

[4]
The following is a quantum chemistry calculation of an isolated molecule of C2H2N2O3, from the Open Molecules 2025 dataset.

The calculation puts the HOMO energy at -9.715 eV. As for the SMILES: O=c1oncn1O. The frontier orbital gap is 10.13 eV. For the largest force on an atom, the calculation gives 5.258 eV/Å. For the energy relative to the best compared isomer or geometry (same formula, charge and spin), the calculation gives 4.0335 eV. As for the total charge: 0.

Structure (XYZ):
```
9
C2H2N2O3 ωB97M-V/def2-TZVPD
O 1.100 1.782 0.040
C 0.126 1.095 0.054
O -1.303 1.208 -0.094
N -1.934 0.004 -0.133
C -0.905 -0.862 0.071
N 0.338 -0.225 0.078
O 1.544 -0.902 -0.132
H -1.273 -1.911 0.429
H 2.307 -0.188 -0.313
```

[5]
The following is a quantum chemistry calculation of a structure of composition C22H22B2F9N4O4PS2Sr, from the Open Molecules 2025 dataset.

The calculation puts the HOMO energy at -8.128 eV. The frontier orbital gap is 6.94 eV. For the largest force on an atom, the calculation gives 0.838 eV/Å. For the energy relative to the best compared isomer or geometry (same formula, charge and spin), the calculation gives 0.0587 eV. As for the total charge: 0.

Structure (XYZ):
```
67
C22H22B2F9N4O4PS2Sr ωB97M-V/def2-TZVPD
Sr -0.782 -1.616 1.442
C -0.440 2.951 0.082
C 0.352 1.819 0.632
N 0.734 0.843 -0.131
O 0.307 0.776 -1.415
B -0.979 -0.069 -1.638
F -1.149 -0.047 -2.987
F -0.683 -1.352 -1.104
O -2.171 0.487 -1.009
N -2.183 0.298 0.353
C -3.295 0.546 0.938
C -4.545 0.956 0.234
C -3.271 0.427 2.436
N -2.200 -0.086 2.896
O -2.042 -0.119 4.240
B -0.617 -0.421 4.534
F -0.246 -1.641 3.894
F -0.425 -0.428 5.871
O 0.275 0.674 3.946
N 0.326 0.661 2.618
C 0.611 1.795 2.077
C 0.867 3.056 2.836
C -4.385 0.909 3.306
H -0.694 2.797 -0.959
H 0.157 3.861 0.190
H -1.345 3.080 0.677
H -4.446 0.796 -0.835
H -4.760 2.011 0.415
H -5.387 0.379 0.617
H 1.389 2.820 3.759
H -0.074 3.543 3.108
H 1.462 3.755 2.249
H -5.137 1.459 2.748
H -3.981 1.538 4.099
H -4.858 0.056 3.796
F -2.762 -4.365 0.234
C -2.316 -3.755 1.384
F -0.879 -4.127 1.421
C -2.887 -4.572 2.527
F -4.222 -4.405 2.577
F -2.659 -5.897 2.459
F -2.378 -4.144 3.698
S 4.695 -1.491 -0.328
P 3.259 -0.660 -1.316
S 1.964 -0.328 0.367
C 3.555 0.984 -1.986
C 3.657 2.066 -1.114
C 3.964 3.324 -1.604
C 4.183 3.504 -2.964
C 4.111 2.423 -3.830
C 3.800 1.162 -3.346
C 2.440 -1.695 -2.526
C 2.661 -3.070 -2.438
C 2.009 -3.928 -3.306
C 1.144 -3.419 -4.264
C 0.925 -2.052 -4.356
C 1.567 -1.187 -3.487
H 3.518 1.916 -0.049
H 4.044 4.163 -0.926
H 4.423 4.488 -3.346
H 4.300 2.560 -4.886
H 3.756 0.320 -4.024
H 3.342 -3.455 -1.690
H 2.173 -4.995 -3.231
H 0.630 -4.092 -4.939
H 0.234 -1.656 -5.086
H 1.362 -0.128 -3.540
```

[6]
The following is a quantum chemistry calculation of a structure of composition C12H28ClIN3OP2W, from the Open Molecules 2025 dataset.

The calculation puts the HOMO energy (alpha / beta) at -18.349 / -18.339 eV. The multiplicity is 3. The frontier orbital gap (alpha / beta) is 5.72 / 5.57 eV. For the largest force on an atom, the calculation gives 5.294 eV/Å. For the energy relative to the best compared isomer or geometry (same formula, charge and spin), the calculation gives 1.9898 eV. As for the total charge: +3.

Structure (XYZ):
```
49
C12H28ClIN3OP2W ωB97M-V/def2-TZVPD
C -0.117 -0.065 -3.657
I -2.405 -0.280 -2.283
H 1.022 -0.041 -3.550
H -0.491 0.864 -4.187
H -0.391 -1.011 -4.224
W -0.032 0.140 -1.368
P 0.306 2.355 -0.951
C -1.358 3.061 -0.757
C 1.357 3.162 0.269
H 1.284 4.268 0.099
H 0.891 4.135 -2.387
H 2.431 2.883 0.200
H 1.993 2.729 -2.639
H -1.892 2.542 0.026
H 1.024 2.957 1.312
C 0.948 3.034 -2.513
H -1.227 4.111 -0.502
H 0.339 2.694 -3.356
H -1.882 2.944 -1.699
P 0.404 -2.385 -0.670
C -1.192 -3.215 -0.428
C 1.110 -3.219 -2.140
H 2.532 -2.661 0.563
H 1.455 -4.110 0.652
H 1.107 -2.664 1.664
C 1.468 -2.994 0.662
H 2.132 -2.848 -2.292
H 1.127 -4.302 -1.936
H -1.028 -4.232 -0.028
H -1.686 -3.257 -1.399
H 0.502 -2.993 -3.013
H -1.803 -2.628 0.255
Cl 2.493 -0.051 -1.456
C -3.056 -0.130 3.319
N -1.699 -0.072 2.798
C -0.698 0.105 3.715
C 0.569 0.254 3.252
C 0.784 0.222 1.856
N -0.221 0.191 0.942
C -1.537 -0.031 1.412
O -2.482 -0.208 0.722
N 2.155 0.191 1.590
H -3.187 -1.052 3.873
H -3.715 -0.075 2.424
H -3.180 0.754 3.986
H -0.912 0.124 4.767
H 1.406 0.331 3.942
H 2.716 0.205 2.494
H 2.637 0.269 0.639
```